Formula: C39H36AuFN4OS3
Source: the Open Molecules 2025 dataset
Level of theory: wB97M-V/def2-TZVPD

As for the frontier orbital gap: 8.24 eV. The calculation puts the energy above the lowest of the compared OMol25 structures with the same formula, charge and spin at 122.67 kJ/mol. The value obtained for the strongest force on any atom is 0.65 eV/Å. Its spin multiplicity is 1. The HOMO energy is -7.851 eV. The value obtained for the LUMO energy is 0.4 eV. For the energy, the calculation gives -3231.7830 Eh.

Last column: Mulliken charge in e.
Atoms and positions in Å:
Au 1.58772 -2.61309 1.97359  0.1750
N 1.66336 -0.57742 2.05578  -0.8404
S 2.09970 0.18802 0.86384  1.8505
N 1.48937 1.61748 0.61319  -0.2718
S -0.02675 2.01774 0.17639  0.6554
N -1.24419 1.28652 0.49400  -0.4219
S -2.11338 -1.57160 -0.11222  1.5845
N -1.72737 -2.13663 1.39456  -0.7892
C -3.87839 -1.33617 -0.07187  0.0560
C -4.78479 -2.38821 -0.02121  -0.4454
C -6.12678 -2.10232 0.16243  -0.7598
C -6.54656 -0.78321 0.30578  -0.4782
C -5.62807 0.25487 0.27098  -0.8071
C -4.27812 -0.01410 0.07960  0.0147
C -1.91087 -3.14073 -0.93807  0.2622
C -1.05586 -4.10756 -0.43055  -0.6719
C -0.78439 -5.22484 -1.21104  -0.7648
C -1.34762 -5.36420 -2.46913  -0.4456
C -2.20028 -4.38371 -2.96581  -0.6933
C -2.47642 -3.26097 -2.20499  -0.4716
C 0.20664 2.33529 -1.60144  -0.0565
C -0.81524 1.91826 -2.43725  -0.0215
C -0.67933 2.06620 -3.81118  -0.6406
C 0.47528 2.63269 -4.33397  -0.5630
C 1.48966 3.06033 -3.48554  -0.7922
C 1.35647 2.91422 -2.11286  -0.4317
C 0.04661 3.71451 0.78898  0.3089
C -0.72101 4.67229 0.14179  -0.2800
C -0.80666 5.95198 0.66815  -0.8116
C -0.13360 6.26724 1.84163  -0.5060
C 0.63299 5.30352 2.48158  -0.6759
C 0.72569 4.02223 1.95641  -0.4102
C 3.82542 0.69898 0.91257  -0.3747
C 4.45608 1.27184 -0.18241  0.0448
C 5.78607 1.63913 -0.07507  -0.8766
C 6.47057 1.43527 1.11994  -0.4448
C 5.82871 0.85758 2.20377  -0.8292
C 4.49506 0.47765 2.09964  -0.1699
C 2.08194 -0.78975 -0.64995  -0.6128
C 0.92513 -0.83881 -1.40753  0.4517
C 0.86504 -1.67442 -2.51467  -1.0522
C 1.95319 -2.46452 -2.84871  -0.7100
C 3.10516 -2.42325 -2.07277  -0.8074
C 3.17423 -1.58727 -0.97110  0.1494
H -4.44432 -3.41177 -0.11409  0.4914
H -6.84727 -2.90909 0.20210  0.4028
H -7.59748 -0.56851 0.45307  0.3827
H -5.95667 1.27840 0.39683  0.4481
H -3.52877 0.77327 0.07588  0.3342
H -0.59168 -4.00534 0.54051  0.5133
H -0.11301 -5.97533 -0.81456  0.4719
H -1.12168 -6.23623 -3.06999  0.4062
H -2.64518 -4.49078 -3.94664  0.4010
H -3.13720 -2.49059 -2.58702  0.5224
H -1.69605 1.47220 -1.98626  0.3386
H -1.47274 1.73922 -4.47151  0.4636
H 0.58551 2.74668 -5.40496  0.4004
H 2.38810 3.50295 -3.89699  0.4317
H 2.14065 3.23639 -1.43818  0.5369
H -1.25221 4.41857 -0.76800  0.4304
H -1.39879 6.70337 0.16154  0.3928
H -0.21418 7.26182 2.26141  0.3893
H 1.16697 5.55086 3.39032  0.4157
H 1.32864 3.26305 2.43707  0.3880
H 3.91115 1.41760 -1.10801  0.4893
H 6.29305 2.08446 -0.92166  0.4214
H 7.51085 1.72437 1.19922  0.4007
H 6.36486 0.69194 3.12926  0.4108
H 3.96554 -0.00224 2.91483  0.4655
H 0.06492 -0.25017 -1.12313  0.3332
H -0.03993 -1.71057 -3.10898  0.5766
H 1.90180 -3.12398 -3.70587  0.4163
H 3.95085 -3.05206 -2.31948  0.4308
H 4.06482 -1.57047 -0.35641  0.5664
F 1.41823 -4.59163 1.91510  -0.7593
C -1.35090 -2.40813 4.01288  -1.0549
C -1.19456 -1.09921 3.35745  0.8727
C -0.70724 0.13153 4.01835  -1.0629
O -1.39658 -0.96529 2.12818  0.5966
H -1.33402 -2.30788 5.09378  0.4173
H -0.52456 -3.04859 3.67813  0.1467
H -2.26465 -2.88816 3.65759  0.3202
H -0.77534 0.05823 5.10065  0.5288
H -1.24554 0.99996 3.63820  0.2702
H 0.34015 0.23009 3.70420  0.0271

Forces on the atoms, in the same order (eV/Å):
0.1230 0.2187 0.0873
-0.0225 -0.1943 -0.0869
-0.1635 0.0956 0.0035
0.0730 -0.0137 -0.2615
-0.0782 0.1243 0.1321
0.1401 0.1505 -0.1566
0.1703 -0.4860 0.3976
-0.2072 -0.0752 0.0760
-0.0721 0.0109 -0.0608
-0.0276 0.0085 0.0238
0.0067 -0.0083 -0.0161
0.0049 0.0084 0.0111
-0.0003 0.0093 -0.0201
0.0080 0.0063 -0.0599
0.0254 0.1672 -0.2942
-0.0180 0.0423 0.0512
0.0030 -0.0291 -0.0053
0.0007 -0.0167 -0.0002
0.0042 0.0071 0.0138
-0.0733 -0.0304 0.0389
-0.0484 -0.1195 0.0357
0.0134 0.0366 0.0482
0.0143 0.0180 -0.0021
-0.0375 -0.0044 -0.0038
0.0044 0.0136 0.0057
0.0941 0.0070 0.0099
-0.0020 -0.0111 -0.0196
-0.0499 -0.0174 0.0174
0.0143 0.0088 0.0124
-0.0327 -0.0146 -0.0023
-0.0173 0.0052 0.0106
0.0489 -0.0123 0.0320
-0.0294 -0.1151 0.0460
-0.0301 0.0835 -0.0278
0.0001 0.0079 -0.0030
-0.0041 0.0050 0.0121
0.0086 0.0063 0.0046
0.0043 -0.0568 -0.0104
0.0812 0.0309 -0.0004
-0.0360 0.0155 -0.0151
-0.0020 0.0135 0.0123
0.0039 -0.0305 0.0014
0.0002 -0.0035 -0.0053
0.0169 0.0135 0.0129
0.0057 0.0137 -0.0056
0.0033 0.0107 -0.0062
0.0110 -0.0010 -0.0012
-0.0035 -0.0112 -0.0059
-0.0066 -0.0144 0.0158
0.0582 0.0423 0.0070
-0.0034 0.0064 -0.0198
-0.0093 0.0096 0.0104
0.0087 0.0064 0.0047
0.0330 -0.0042 -0.0002
0.0160 -0.0030 -0.0124
0.0084 0.0022 -0.0051
-0.0014 -0.0101 0.0053
-0.0080 0.0064 0.0069
-0.0056 -0.0122 -0.0049
0.0043 -0.0021 0.0115
-0.0055 -0.0044 0.0101
0.0357 0.0095 -0.0279
-0.0140 -0.0080 0.0047
0.0031 0.0123 -0.0162
0.0020 0.0153 0.0241
-0.0024 -0.0099 0.0059
-0.0069 -0.0022 0.0010
0.0012 0.0028 -0.0079
0.0056 0.0141 -0.0111
-0.0166 0.0250 0.0185
0.0116 -0.0063 0.0030
0.0007 0.0117 0.0016
-0.0097 0.0052 0.0023
-0.0070 -0.0033 -0.0051
-0.1409 -0.0585 -0.0226
-0.0129 -0.0054 0.0012
0.2587 0.0211 0.0565
-0.1337 -0.0357 0.0625
-0.0392 0.1272 -0.0885
0.0192 -0.0112 -0.0003
-0.0029 -0.0177 -0.0154
-0.0050 0.0098 0.0071
-0.0267 -0.0016 -0.0129
0.0430 0.0012 -0.0411
0.0201 -0.0059 0.0049

=====

Formula: C4H4ClNO
Source: the Open Molecules 2025 dataset
Level of theory: wB97M-V/def2-TZVPD

As for the frontier orbital gap: 11.76 eV. The calculation puts the energy above the lowest of the compared OMol25 structures with the same formula, charge and spin at 208.49 kJ/mol. The value obtained for the strongest force on any atom is 2.44 eV/Å. Its spin multiplicity is 1. The HOMO energy is -11.036 eV. The structure (SMILES) is N#C[C@H](Cl)[C@H]1CO1. The value obtained for the LUMO energy is 0.7 eV. For the energy, the calculation gives -744.9219 Eh.

Last column: Mulliken charge in e.
Atoms and positions in Å:
C -0.72056 -1.59781 0.54977  0.1747
C 0.63910 0.88050 -1.25226  -0.3805
C -0.05257 0.71578 0.00442  0.0333
C 0.16377 -0.52375 0.91339  0.0544
N -1.46575 -2.34990 0.13072  -0.3796
O -0.71310 0.40821 -1.15858  -0.4005
Cl -0.46708 -0.12917 2.56087  -0.1922
H 0.68202 1.79597 -1.80579  0.2569
H 1.20880 0.07032 -1.73175  0.2134
H -0.46168 1.52248 0.68334  0.2927
H 1.18705 -0.79263 1.10588  0.3274

Forces on the atoms, in the same order (eV/Å):
0.7688 0.0483 -0.9245
-0.1055 -1.1420 -1.8382
-0.4122 -0.1231 2.3972
-0.5060 0.8024 1.0843
-0.6692 -0.8942 -0.1320
-1.0618 0.4126 -0.4874
0.2142 0.4201 0.5172
0.3290 0.7336 0.3149
0.4635 0.4563 0.8302
0.6303 -0.4059 -1.3539
0.3487 -0.3081 -0.4077

=====

Formula: C24H30BrN7O2PbSi2
Source: the Open Molecules 2025 dataset
Level of theory: wB97M-V/def2-TZVPD

As for the frontier orbital gap: 5.37 eV. Its net charge is +2. The calculation puts the energy above the lowest of the compared OMol25 structures with the same formula, charge and spin at 259.38 kJ/mol. The value obtained for the strongest force on any atom is 1.88 eV/Å. Its spin multiplicity is 1. The HOMO energy is -14.374 eV. The value obtained for the LUMO energy is -9.0 eV. For the energy, the calculation gives -4811.6873 Eh.

Last column: Mulliken charge in e.
Atoms and positions in Å:
Pb 0.15390 0.19820 -0.08700  1.0625
N 1.10120 0.88720 4.45060  0.1469
C 0.14090 0.87710 3.51750  -0.5240
N 0.68160 0.59760 2.34940  0.0646
C 2.00970 0.45300 2.62510  0.2323
N 2.27480 0.61930 3.90200  -0.6525
C 2.99700 0.17890 1.60640  0.1564
C 4.33730 -0.07460 1.94050  -0.2993
N 5.23370 -0.29150 1.00770  -0.5011
C 4.86290 -0.23380 -0.25700  -0.4738
C 3.53200 -0.01450 -0.60660  -0.2511
N 2.60670 0.16340 0.32650  0.0782
H 1.03270 1.07570 5.44380  0.2175
H -0.89440 1.06910 3.70810  0.4764
H 4.65450 -0.10780 2.97490  0.5007
H 5.62890 -0.36420 -1.00790  0.4147
H 3.21480 0.01900 -1.63680  0.4177
Br 1.19250 -2.05680 -2.78730  -0.0024
C 0.89230 -0.30500 -3.46640  -0.2619
C 0.90400 -0.04250 -4.82470  -0.5867
C 0.68290 1.26860 -5.22610  -0.5572
C 0.48620 2.25080 -4.26690  -0.5928
C 0.46700 1.87560 -2.93120  0.4410
N 0.65930 0.62020 -2.54520  0.3033
C 0.13540 2.92760 -1.83320  0.2688
O 0.19660 4.08350 -2.15930  -0.6328
O -0.19950 2.42910 -0.71220  -0.6716
H 1.06900 -0.83290 -5.53870  0.5244
H 0.65530 1.51150 -6.27710  0.4685
H 0.35070 3.29030 -4.51890  0.6012
C -2.67660 -1.13010 -3.06650  -0.6761
Si -3.61440 -0.28150 -1.64740  0.2288
C -5.45210 -0.80260 -1.65750  -1.1519
C -3.44370 1.61320 -1.60280  -0.9060
C -2.88410 -0.95500 -0.00700  0.7812
C -2.13840 -2.17410 -0.04100  0.0430
C -2.85770 -3.37090 -0.21960  -0.6862
C -2.19300 -4.57270 -0.10450  -0.6870
C -0.82950 -4.58720 0.16370  -0.9561
C -0.18780 -3.36970 0.27390  -0.6519
N -0.81910 -2.20670 0.17380  0.9393
Si -3.40700 -0.40910 1.75930  0.0407
C -2.42210 -1.48700 2.97710  -0.9970
C -3.09280 1.45240 1.97040  -0.9616
C -5.25800 -0.82520 1.93810  -1.1550
H -3.31270 -1.22680 -3.94220  0.5495
H -2.33950 -2.12840 -2.79960  0.3321
H -1.80880 -0.54570 -3.35760  -0.0299
H -5.85260 -0.61000 -2.64740  0.4236
H -6.02830 -0.22190 -0.94870  0.3427
H -5.59760 -1.85400 -1.44070  0.3629
H -3.53220 2.01240 -2.60860  0.4406
H -2.49330 1.95120 -1.20180  0.1800
H -4.23350 2.06740 -1.01390  0.3658
H -3.91400 -3.32920 -0.41880  0.4799
H -2.73650 -5.49550 -0.23020  0.5266
H -0.28490 -5.51040 0.26350  0.5117
H 0.87760 -3.30600 0.43870  0.5433
H -1.34480 -1.42400 2.85680  0.2389
H -2.69620 -2.53170 2.85360  0.3983
H -2.65620 -1.22380 4.00390  0.4836
H -2.13200 1.77690 1.58080  0.2472
H -3.14520 1.69600 3.02750  0.4871
H -3.85960 2.04200 1.48140  0.4028
H -5.52190 -1.81470 1.57920  0.3743
H -5.88140 -0.09880 1.43060  0.3594
H -5.50780 -0.78490 2.99460  0.4074

Forces on the atoms, in the same order (eV/Å):
-0.6021 1.3086 -0.7386
-0.6280 0.0328 -0.2572
0.1224 0.0347 0.2343
0.0999 0.1281 -0.0408
-0.7499 0.2104 0.9445
1.0911 -0.1654 -0.2669
0.9850 -0.3250 -0.0791
-0.8139 0.1614 0.0553
0.7231 -0.0755 0.0189
-0.4362 0.1191 -0.2307
0.4003 -0.0880 -0.2376
-0.4336 0.1099 0.3334
-0.0051 -0.0194 -0.1446
-0.2188 0.0701 0.0947
-0.0460 0.0413 0.0254
-0.0138 -0.0413 -0.0972
-0.0394 -0.0407 -0.1101
0.0026 0.0766 -0.1367
0.0371 0.0377 -0.1602
-0.0034 -0.2570 0.2298
-0.0388 0.1250 0.2424
0.1170 -0.2085 -0.0179
-0.2896 0.8219 0.1286
0.2104 -0.4638 0.1010
0.5550 -0.2458 -1.4749
-0.1139 0.3593 0.0619
-0.0914 -0.9822 1.6036
0.0328 -0.0783 -0.0335
0.0702 0.0286 -0.0987
-0.0788 0.0803 0.0242
-0.2536 0.3779 0.6277
-0.4921 0.3921 -1.0620
0.7365 0.1030 0.3156
0.0146 -0.7399 0.1496
-0.4953 0.6164 0.0410
0.7282 -1.0361 -0.1248
-0.1815 0.5695 -0.1239
0.3666 -0.1177 0.1622
-0.2248 0.0370 -0.0053
-0.1923 -0.3323 -0.0479
0.0939 -0.4002 0.3713
-0.1938 0.2710 1.1517
-0.2338 0.3576 -0.5608
-0.0838 -0.7232 -0.2270
0.6430 0.1349 -0.3754
-0.1544 0.0601 -0.0762
0.0334 -0.1398 0.0347
0.1661 0.1040 -0.0495
0.0566 0.0723 -0.2631
-0.1027 0.1286 0.1766
-0.0376 -0.2398 0.0088
-0.0247 -0.0638 -0.2731
0.2012 0.0322 0.0523
-0.1888 -0.0067 0.1514
-0.2079 -0.1069 -0.0648
-0.0824 -0.1071 -0.0269
0.0724 -0.1109 -0.0150
0.1605 -0.0542 -0.0265
0.1710 0.0562 -0.0795
-0.0803 -0.1804 -0.0417
-0.1353 0.1406 0.1729
0.1833 0.0916 -0.0543
0.0029 -0.0072 0.2435
-0.1482 0.0738 -0.1706
0.0201 -0.1815 -0.0603
-0.0864 0.1563 -0.1455
0.1057 0.0181 0.2415